1.
Here is a cluster of 13 separate species, C99H213N11O13 in total from OMol25. Energies are from ωB97M-V/def2-TZVPD.

Its frontier orbital gap is 8.4 eV. The HOMO energy comes out at -0.293 Ha. For the lowest unoccupied orbital energy, the calculation gives 0.01503 hartree. The calculation puts the energy relative to the best compared isomer or geometry (same formula, charge and spin) at 1.389 eV.

Structure (XYZ):
```
336
C99H213N11O13 (ωB97M-V/def2-TZVPD)
C 3.3245 4.1183 -4.8985
H -5.8053 -0.1543 -2.9505
O -5.1711 -0.8708 3.5123
C 2.7687 -6.1215 3.9344
H -2.2439 0.4616 1.2642
C 3.7576 10.0545 0.5240
C 5.4922 -1.1628 2.1763
C -0.9656 -6.4105 -2.5189
H -5.4431 -3.4803 1.0895
H -3.4457 7.2361 1.4601
H -3.3076 -3.1523 -4.4930
H -1.5998 -1.9800 -0.1872
H -2.0169 8.9632 -0.2940
H 4.9299 7.2749 1.7927
H 0.6157 0.4922 -1.6314
H 9.1350 -3.2747 1.1105
O 6.6816 -3.0846 3.9622
H -2.7692 1.4126 -2.4829
H -7.4000 0.2657 -2.3265
H 3.4895 6.5834 -1.2941
H -3.2877 4.3272 1.4534
H -7.0047 -3.0404 0.2776
H -2.0783 0.8159 3.0021
H 8.2492 -4.1704 -0.0440
H -7.9790 0.4795 -0.0803
N -6.3693 -0.1405 3.9165
H -1.2035 -3.7880 6.2560
H 3.4074 -2.7712 6.2433
C 0.0489 -7.5513 -2.7970
H -0.3160 2.1669 2.3285
H -1.1180 -1.2776 -1.7181
C 8.1420 -3.3352 0.6391
H -0.1514 4.4388 1.1047
H 4.6368 2.0485 -3.0357
H -5.4806 0.4548 6.6881
C 0.7247 0.4793 -0.5123
N 0.3277 -1.0040 1.4546
O -1.2929 -6.8462 -0.2413
H 0.5421 -7.7150 -1.8226
H 3.7415 11.1596 0.4440
H 2.8416 -5.6143 -3.9907
C -4.9498 0.8303 5.8042
C -5.7897 -2.8575 -2.2848
H -6.2953 -4.5697 -0.2040
C 1.1901 -2.0330 -0.6080
H 5.8510 5.1109 -3.5076
H -2.3329 -9.3845 -0.5350
N -2.8988 -0.3811 -4.5806
H 6.5418 -3.1475 -3.3471
H -9.1302 -0.9246 5.8235
H -1.7391 -0.2922 -0.4461
H -1.1666 1.6407 -0.0387
H 5.2982 -3.2589 0.8497
C -5.2244 1.9997 3.5593
C -2.6994 -9.1124 -1.5734
H -0.4952 -0.7915 4.1910
H -2.0809 2.5960 -6.2464
H 2.8341 5.9868 2.5997
H 5.2628 -6.2334 -3.4382
H -7.6551 -2.1512 -1.7818
H 7.9540 -5.9326 1.7104
C 4.8384 -0.9970 -5.8340
H -4.4591 1.7378 6.0411
O -0.2151 -2.2716 1.8667
H 3.7251 -5.0425 -1.9719
H -3.6184 -7.2223 0.2410
C -8.1353 0.9551 5.9715
C -4.1364 -7.3227 -0.6869
C 3.4684 -1.0784 -3.7949
H -1.5782 -4.7237 4.7412
H 1.9966 -3.2554 -3.8516
H 1.4195 -5.9427 6.7029
H -2.5887 2.8389 -3.7754
C -3.7497 5.2578 -0.5235
H 8.8959 -0.6414 1.3746
H 4.0208 1.8116 -0.9369
C 4.9357 5.6456 -3.7321
C -2.5998 6.7281 1.9945
C 3.3002 8.1078 3.0798
H 0.5065 -4.8514 -2.9865
H -4.0949 1.6613 -3.7589
C 3.6313 2.6923 -0.3988
C 3.1663 -3.6857 4.2874
H 2.6537 6.6657 -3.8498
H 2.8137 -0.3084 -4.2581
H -4.3916 0.9526 0.2547
C 5.8323 -4.0270 1.3960
H 2.3101 4.8457 0.2174
C 2.4579 4.7897 -0.8629
H 1.0158 -2.5143 5.4106
C 2.7895 6.6477 3.4999
H -0.4823 -5.3940 2.6892
C 1.2399 10.1123 0.5678
H 2.4582 -7.0002 3.3876
H -4.4478 5.9613 0.0253
O 4.9576 2.9525 -2.9218
H 7.2432 -2.9913 4.7368
C -2.6296 -7.3514 -4.1691
N 0.8881 -4.5670 3.7967
C -3.7275 -7.3880 -3.0971
H 3.8603 -6.2375 3.7980
H -6.3590 -1.3754 6.6242
C 1.3727 -3.3949 5.9283
H -0.5213 6.5204 -2.9046
C -1.7887 -6.1834 -3.8993
H 0.4562 -2.5733 2.4946
H 5.2408 -4.3346 2.3112
H -0.1176 5.6298 2.5245
H -4.6903 2.8164 4.0867
C 7.0497 -1.2921 2.3912
C -3.3119 -2.6975 -5.4392
C -1.8111 0.1238 2.2183
C -3.0150 5.9044 -1.6531
H -5.9647 2.4066 2.8683
C -3.8756 -3.4713 -1.0681
H -1.9395 -9.4777 -2.2363
H 6.7434 -2.0018 -0.4285
H 2.9981 -3.5680 1.8711
H 8.4356 -1.8323 -0.8149
H 0.8014 -7.2693 -3.5416
H -8.6721 -2.6425 3.9386
H -3.9887 -4.4759 -1.4530
H -3.3519 -3.6514 -0.1672
H 3.3355 6.3114 4.3811
H 3.6494 9.6168 -0.4757
C -1.1084 7.3319 -2.4510
O -4.5435 -1.3849 0.7836
H 1.0631 -3.0806 -0.3462
H -3.6261 -9.6498 -1.8807
H 3.3052 11.1569 4.5703
C -2.2292 0.9945 -4.6380
N 2.4657 8.4710 1.9686
O -2.8799 -0.8482 -3.2225
H -6.1087 -3.9204 -2.5188
N -4.9688 -1.3744 -0.5495
H 4.9074 5.7285 -1.1236
H 7.4533 0.0213 0.7287
H -0.2387 0.8926 4.3080
H -1.3079 4.3345 2.4559
H 2.1730 -1.8962 -5.8491
H -6.9548 2.6506 5.6828
H -4.3856 -2.3869 -5.7172
H -0.1650 -1.2538 -5.5229
C -7.8489 -2.0283 3.5497
H -3.7281 -0.5971 -2.8620
H -2.2460 -0.7724 2.5733
H 0.3372 -5.3191 -1.2814
H 1.1595 -0.0714 3.8894
H -0.6321 0.3579 -3.4313
H -2.9400 8.8249 -1.7458
H 4.2275 2.7380 0.4623
C 3.6589 4.7994 -3.5269
C -0.2950 0.1079 2.2663
H -7.6635 0.7327 6.9102
H 2.9513 -2.7536 3.8116
C -1.8375 5.8171 1.0599
H -4.5485 -8.0849 -3.3507
C 7.8741 -5.0775 2.3759
C 3.6978 3.9648 -1.1477
C 7.4867 -0.3161 3.4339
H 5.2467 -0.1930 2.5557
H 1.7886 7.2106 0.8337
H 4.7117 9.7336 0.8774
H 0.3507 2.5353 -0.2124
H -5.2359 -0.9626 2.5429
H -2.1972 0.9088 -8.1955
H 1.1785 -1.9470 -1.6742
O 0.2477 -5.7409 3.2400
H 8.5761 -0.3774 3.5584
C -6.0485 -3.5543 0.1620
H 5.6181 -1.5672 -6.3385
C -0.7336 5.0514 1.8524
H 1.2562 -3.2830 6.9913
C -8.4666 -0.3412 5.2190
N 4.9763 -3.0133 -4.4734
H -4.4378 4.4675 -0.8186
H -8.3363 -1.4480 2.7802
C 4.0291 -4.0599 -2.3561
H -7.6294 2.0603 4.1988
H -1.5963 -6.1029 0.3637
H -3.5560 8.2033 -0.2138
C 2.4986 6.1578 -1.6176
H -0.8013 -2.8578 -5.8800
H -3.6748 6.3416 -2.4669
C -2.5264 1.5733 -6.0135
H -2.5292 -4.1483 1.5652
H -7.1436 -2.6350 3.0603
C 0.2076 1.4443 1.7203
H 4.4814 10.6467 3.4367
H 5.0485 6.5378 -3.0636
H 1.4961 10.9663 2.9197
H 7.2824 0.7478 3.0812
H -3.1257 -7.1826 -5.1036
H 3.1689 -4.5028 6.2693
C 2.5047 5.8332 -3.1170
H 2.6693 11.7828 2.0905
H -4.1965 0.0732 5.4641
H 5.1526 -1.2017 1.1764
H 4.7387 -3.7565 -1.5613
H 3.6868 8.9666 5.1321
C 2.2546 -3.7032 -4.7850
C 5.5036 -5.3334 -3.9713
H -1.1025 -3.9441 1.1162
O -0.0946 7.3545 0.2506
C -2.7147 8.3206 -0.8273
C -0.1805 -5.1243 -2.1872
C 2.5280 9.8021 1.3685
C 7.8560 -0.9075 1.0740
H 1.4733 5.5175 -3.2858
O 2.6981 7.5493 0.9143
H -4.6496 -6.4743 -1.0129
H -9.0071 1.6172 6.3027
C -5.9194 1.0707 4.6262
H -4.4027 1.3987 -1.4958
N 3.7140 3.6522 -2.6053
H 2.7172 -6.3190 4.9946
H -6.9321 -2.8240 5.8105
H 8.9419 -4.9154 2.6255
C -7.1868 -0.2823 0.1469
C -1.9684 6.9920 -1.2466
H 6.5144 -5.0884 -3.5403
C 4.0925 -1.9625 -4.8838
H 5.7069 -5.5077 -5.0291
H -3.1656 -3.3354 3.9457
H -5.7778 1.8750 -0.4014
C -2.4479 -0.8098 -6.9391
N -1.1345 6.4386 -0.1541
H 3.5359 -5.2411 -5.5106
H 2.4334 3.4827 -4.7734
C 0.0868 0.0027 3.7597
C -6.5170 -0.4124 -2.1791
H 3.1085 -3.4728 -2.3768
C 2.3207 -4.7494 3.5213
H 0.3952 -6.6316 5.5016
C -2.7538 4.7225 0.5362
C -3.0677 -7.6069 -1.7280
H 3.1242 -5.3617 1.6827
H -0.4630 2.0671 -3.9321
H -2.0930 3.8922 0.2736
H 1.3691 9.7792 -0.4469
H 1.2779 1.5140 1.8781
C -7.2666 -1.0876 4.6090
H 4.2362 -0.6022 -3.1617
O -1.7009 -4.6661 1.3492
C -1.9506 0.6391 -7.1362
H -2.3910 5.1724 -2.2099
H 4.9934 4.6915 0.4661
H 4.9091 6.0418 -4.7466
H 3.2237 -3.0971 -6.5240
C 4.8136 7.9040 2.7034
H -0.2776 -5.7413 6.8721
C 2.4857 10.8228 2.5199
C 7.7493 -2.0019 0.0028
H -1.8442 -1.4773 -7.5770
H -6.8935 -0.2480 1.2501
H 2.6356 2.3934 -0.1270
H -0.3844 -8.5057 -3.0368
H 3.0277 4.8010 -5.6317
H -3.2748 -2.8987 -1.8096
C 2.5126 -4.5289 2.0457
H 1.5736 4.2217 -1.1768
H 1.6248 6.7667 -1.4057
H -0.8559 0.5729 -7.0883
H 5.3054 7.2784 3.4199
H -4.1425 -6.3501 -3.0407
H -2.0449 -8.2760 -4.2108
H 1.0937 11.1647 0.5323
H 4.2062 -0.4684 -6.5337
H 2.1160 9.2307 4.5790
C 0.5311 -4.4361 5.2786
H 5.8096 4.2463 -1.0179
H 7.4697 -5.4373 3.3349
H 4.9972 -1.9590 2.7749
H -3.5871 1.5073 -6.0689
H 2.2050 -1.7418 -0.3381
C -7.1678 1.7388 5.1320
C -5.0441 1.0713 -0.6214
H 5.7425 -4.9805 0.8340
H -2.3348 -5.2701 -3.7806
H 5.2310 -0.2576 -5.2074
N 7.4834 -2.7339 2.8170
C -0.7507 1.0380 -4.2649
H -4.5097 1.4617 2.9773
H 4.2071 -3.9089 4.0788
H -3.9474 -2.1696 3.7104
C 3.4346 10.5374 3.7175
C 0.5403 -5.7155 6.1234
C 2.9289 -2.6398 -5.5865
H -1.9460 7.5902 2.3187
H -7.2902 -1.9317 -3.5176
H -3.7146 -0.8620 0.7681
C -2.3946 -1.4402 -5.4838
C 2.9058 -3.5892 5.7539
H -0.8755 -4.3990 -2.0307
H -1.7986 7.6263 -3.3570
C -5.9428 -0.2438 -0.7892
H -5.4600 -2.1532 5.1830
H -0.0855 0.7451 -5.1017
H 0.3297 9.7771 1.0587
H -4.8225 -8.1615 -0.5927
H 4.1168 3.5338 -5.2470
C 0.2940 -0.9322 -0.0423
C 4.4603 -4.2803 -3.8026
H -0.5632 8.0614 0.8027
H 5.3685 8.8399 2.6137
H 1.7223 6.6602 3.8660
C -0.0827 1.5851 0.2164
C -5.2377 -2.7913 -0.8747
C -6.9230 -1.8324 -2.4960
H 6.9581 -0.5660 4.3660
C -1.1005 -1.1376 -0.6399
H -3.4992 -0.8111 -7.2640
H -9.0205 -0.0914 4.2859
H -2.9435 -3.3259 -6.2297
O -3.5253 -2.8890 3.1856
C -0.9851 -1.9503 -5.2942
O 5.8951 -2.4145 -3.5157
C 7.2772 -3.7827 1.8045
C 4.9799 4.7475 -0.6434
H -2.9786 6.2598 2.8774
H 1.5701 -4.6071 1.4976
C -6.4479 -1.8852 5.6332
N -1.9792 -6.6298 -1.4793
C -0.8748 -4.0091 5.2292
H -0.2836 8.0911 -2.2467
H -0.8134 -2.1948 -4.2191
H 1.3030 -3.9725 -5.2908
H -1.0873 -6.1314 -4.6969
H 1.7297 0.5541 -0.2059
H -0.9279 -3.1289 4.5935
C -2.9919 1.8041 -3.5343
H -7.7079 -1.2613 0.0637
H -4.9969 -2.6932 -3.0100
C 3.1954 -4.8088 -4.5694
H 2.9701 -1.7837 -3.1350
C 3.1204 9.1758 4.2105
```

2.
Here is the molecule C15H18O3 from OMol25. Energies are from ωB97M-V/def2-TZVPD.

Its frontier orbital gap is 9.2 eV. The HOMO energy comes out at -0.314 Ha. For the lowest unoccupied orbital energy, the calculation gives 0.02592 hartree. As for the SMILES: C=C/C(C)=C\CC/C(C)=C/c1cc(C(=O)O)co1. The calculation puts the energy relative to the best compared isomer or geometry (same formula, charge and spin) at 4.190 eV.

Structure (XYZ):
```
36
C15H18O3 (ωB97M-V/def2-TZVPD)
H 2.4517 -4.8999 1.8750
H 4.4257 -3.5679 1.7378
C -0.2164 1.3048 0.5919
O -3.3620 3.1108 -4.0029
H 0.7994 -4.6541 1.3541
H 0.3707 2.7084 -0.8697
C -4.0445 2.2230 -3.4659
C 2.9770 -0.7096 0.9973
C -2.3970 0.7867 -0.6088
H -0.9885 -0.6205 0.4552
C -4.4441 1.0442 -1.3054
O -3.6989 0.7409 -0.1857
C -2.2499 1.5256 -1.7080
H 0.5814 3.2240 0.8187
C -0.0873 2.6664 0.1805
H 1.3941 -0.5578 -0.4580
H 4.0084 -0.1680 1.0765
C 1.7810 -4.2247 1.4227
C 1.7798 -2.8789 1.1809
H 1.6661 1.2446 1.9087
H 0.8271 -2.4534 0.8437
H -0.9277 3.2173 0.2772
H -5.3521 2.4104 -4.8154
H -1.3796 2.0005 -2.2253
C 1.8928 0.0609 0.2492
O -5.2255 1.9053 -4.0036
H 2.4222 0.8011 -0.4006
H 0.5382 -0.3040 1.9783
C 4.1054 -2.6297 2.2152
C 0.9550 0.5443 1.3242
C 2.9130 -1.9684 1.5001
H 3.8874 -3.0300 3.2007
H -5.5202 1.0646 -1.3192
C -3.6221 1.5569 -2.2551
C -1.2036 0.4424 0.2203
H 4.9430 -1.9164 2.2154
```

3.
Here is a structure of composition C4H12N2 from OMol25. Energies are from ωB97M-V/def2-TZVPD.

Its frontier orbital gap is 9.7 eV. The HOMO energy comes out at -0.321 Ha. For the lowest unoccupied orbital energy, the calculation gives 0.03398 hartree. The calculation puts the energy relative to the best compared isomer or geometry (same formula, charge and spin) at 4.020 eV.

Structure (XYZ):
```
18
C4H12N2 (ωB97M-V/def2-TZVPD)
H -0.8479 0.2184 0.8695
H -2.7536 1.7225 0.6171
H 0.5552 1.1093 -0.8264
H 2.3766 -0.7156 0.1983
H 1.7658 -2.2441 0.4560
H -1.1447 2.4662 0.5319
C -1.8235 1.7517 0.0408
C 1.4176 -1.2040 0.3798
H 1.3069 -1.1258 -1.7652
C -0.2200 0.3504 -1.0004
H 1.6579 -0.6483 2.3650
H 0.4434 -1.3579 1.2009
N -1.2980 0.3936 -0.0207
H -2.1035 2.1351 -0.9412
C 0.5887 -0.9871 -0.9629
N 0.8090 -0.5202 1.8123
H -0.1178 -1.8215 -0.9453
H -0.6120 0.4773 -2.0096
```

4.
Here is a structure of composition C21H53O14P3Tl from OMol25. Energies are from ωB97M-V/def2-TZVPD.

Its frontier orbital gap is 2.9 eV. As for the total charge: +1. The HOMO energy comes out at -0.394 Ha. For the lowest unoccupied orbital energy, the calculation gives -0.28827 hartree. The calculation puts the energy relative to the best compared isomer or geometry (same formula, charge and spin) at 0.000 eV.

Structure (XYZ):
```
92
C21H53O14P3Tl (ωB97M-V/def2-TZVPD)
H 5.7125 1.1849 -1.7830
H 5.1292 -2.0864 1.7004
O -3.0854 -3.4036 0.2502
O 1.9755 5.0295 -0.2884
H -1.5990 -7.2837 -0.1183
H -0.4471 7.8867 -0.5237
C -1.4965 4.7508 1.2776
H 5.7424 -0.5124 1.1924
P -2.5448 -3.0259 -1.2094
C -1.0829 -6.3707 -0.4307
O 2.5684 -1.2853 1.9470
H -3.5668 0.4420 1.9569
P 1.3203 -2.1325 1.4034
H 2.8749 -3.7505 2.8006
H -2.0915 -6.0324 -2.3570
H -0.3382 8.3258 -2.9372
C 4.9145 -1.0168 1.6970
H 3.4988 -1.1133 0.0512
C 4.3126 5.0430 -0.8113
C -4.4914 -4.4615 -4.1041
O 0.1021 3.4975 -1.0916
H 5.0477 5.2652 -1.5800
H -0.8190 -5.8209 0.4695
O 0.5548 -1.5046 0.3172
H 5.0172 -0.6813 2.7301
H -2.0873 -1.7353 3.4783
C -3.8695 -2.4443 0.9664
C -5.3158 -2.4607 0.5351
H -1.0855 -2.8006 4.5707
H 5.0246 0.1013 -3.0773
H -5.9910 -2.0566 1.2912
O -1.5524 -4.2469 -1.5031
H -2.3680 4.8676 -0.7416
C 2.8949 5.2395 -1.3516
C 0.5770 8.2246 -2.3565
H 0.8717 9.2475 -2.1191
H -4.5952 -4.4023 -5.1872
H 1.0988 -5.4256 2.4047
O 2.4656 0.7592 -2.1546
H 0.7658 -1.2958 4.3759
H 4.9834 -0.2997 -1.3484
H 1.2451 7.4076 -0.4237
H -3.9530 -2.4244 -3.9856
H 3.5004 0.3595 1.0348
H 4.4352 4.0484 -0.3786
C 2.7340 -4.2795 1.8536
Tl -0.3115 0.6344 -1.4083
H -3.5432 4.8245 0.6064
H -1.7800 5.2124 2.2214
C 2.1279 -5.6388 2.1048
C -3.0213 1.3760 1.7675
H -4.2324 -5.4824 -3.8211
H 2.2229 -6.2777 1.2315
H -2.5781 -3.5794 -3.7622
O -3.8558 -3.2959 -2.1107
H -3.8039 -2.5650 2.0496
H -1.4787 3.6628 1.3658
H 3.6158 1.6744 -0.8166
H -0.1885 -6.7570 -0.9201
H -5.4701 -2.0281 -0.4502
C -2.0014 -5.6093 -1.3536
H -3.0345 -5.6144 -0.9960
H -5.5034 -4.3368 -3.7056
H -2.6267 6.2736 0.2460
C -2.5658 5.1829 0.2826
H -2.5748 1.7037 2.7253
H -3.7775 2.1331 1.5204
C -3.6193 -3.3547 -3.5261
H 1.3501 7.7542 -2.9633
C 3.5229 -0.7316 1.0702
O -1.9412 -1.7035 -1.4354
H 4.4363 5.7129 0.0411
C -1.2626 -1.7970 4.1836
H 2.5801 -6.1012 2.9821
O -0.0734 6.0926 -1.4160
H 0.0538 -0.4575 2.9830
H 3.7617 -4.3614 1.4874
C 3.6300 1.3739 -1.8793
O -0.1726 5.1183 0.8855
C 0.3716 7.4179 -1.0730
O 1.9321 -3.5339 0.9245
H -3.4295 -1.4461 0.8557
H 2.7351 4.6629 -2.2646
C 4.9091 0.5085 -2.0787
H -5.6667 -3.4970 0.4925
O -2.0150 1.1918 0.8752
P 0.4337 4.8425 -0.5657
O 0.5345 -2.4949 2.7462
C 0.0539 -1.3885 3.5506
H -1.4133 -1.1756 5.0670
H 2.8571 6.2885 -1.6640
H 3.8252 2.2588 -2.4972
```

Question: Look up the frontier orbital gap of the second one.
Answer: 9.2 eV